#P
Computed, not measured: 4 unconnected molecules or ions with the total composition CH10O3S, with the ωB97M-V functional and the def2-TZVPD basis.

Last column: natural (NBO) charge in e.
Element x y z (Å)
1 C 2.225 -0.019 0.215  -0.7320
2 S 1.362 -1.594 0.493  -0.0720
3 H 3.297 -0.156 0.314  0.2152
4 H 1.928 0.720 0.968  0.2310
5 H 2.008 0.327 -0.791  0.2269
6 H 0.896 -1.340 1.720  0.1336
7 H -1.441 2.315 0.974  0.4698
8 H -1.691 0.870 0.726  0.4939
9 O -1.429 1.678 0.250  -0.9714
10 H -2.782 -1.641 0.851  0.4941
11 H -1.546 -1.103 -0.100  0.5019
12 O -2.055 -1.033 0.727  -0.9890
13 H 0.041 -0.360 -2.400  0.4625
14 H -0.432 0.833 -1.519  0.4893
15 O -0.383 0.505 -2.428  -0.9537

- 2S+1 = 1
- HOMO energy (eV) = -9.31



#Q
Computed, not measured: 4 unconnected molecules or ions with the total composition CH10O3S, with the ωB97M-V functional and the def2-TZVPD basis.

Last column: natural (NBO) charge in e.
Element x y z (Å)
1 C -1.970 2.058 -1.604  -0.7228
2 S -0.597 2.210 -0.409  -0.0712
3 H -1.533 2.232 -2.580  0.2183
4 H -2.760 2.745 -1.315  0.2271
5 H -2.319 1.040 -1.648  0.2339
6 H -0.391 0.969 0.035  0.1143
7 H 2.793 -1.823 4.399  0.4762
8 H 2.619 -3.305 4.651  0.4669
9 O 3.062 -2.526 5.004  -0.9434
10 H 1.587 -0.694 1.380  0.4728
11 H 2.796 -1.638 1.199  0.4748
12 O 2.002 -1.501 1.723  -0.9472
13 H -1.332 -1.106 -4.359  0.4642
14 H -2.401 -1.678 -5.219  0.4668
15 O -2.196 -1.533 -4.282  -0.9306

- 2S+1 = 1
- HOMO energy (eV) = -9.26



The structure with the least stability is #Q.



#P
Computed, not measured: a molecular structure, C3H3BrN2O, with the ωB97M-V functional and the def2-TZVPD basis.

Last column: natural (NBO) charge in e.
Element x y z (Å)
1 C -0.968 -0.262 1.543  0.3668
2 C 0.640 0.494 -0.483  0.8443
3 C 0.348 -0.728 -1.155  -0.7593
4 N -1.297 -1.329 1.805  -0.4008
5 N -0.712 0.823 0.889  -0.7020
6 O 1.395 1.371 -0.504  -0.4266
7 Br -0.242 2.507 1.567  0.2410
8 H 1.048 -0.737 -1.926  0.2620
9 H 0.449 -1.528 -0.415  0.2956
10 H -0.661 -0.612 -1.321  0.2790

- 2S+1 = 1
- HOMO energy (eV) = -9.22



#Q
Computed, not measured: 2 unconnected molecules or ions with the total composition C3H3BrN2O, with the ωB97M-V functional and the def2-TZVPD basis.

Last column: natural (NBO) charge in e.
Element x y z (Å)
1 C 0.607 1.656 1.050  0.6400
2 C 0.170 -1.506 -0.487  0.7167
3 C -0.883 -1.691 -1.184  -0.7772
4 N 1.413 1.186 1.798  -0.6567
5 N -0.418 2.198 0.661  -0.6466
6 O 1.050 -1.157 0.176  -0.4860
7 Br -0.736 2.855 -0.942  0.2582
8 H -0.964 -2.222 -2.256  0.2796
9 H 1.563 0.238 1.889  0.4053
10 H -1.802 -1.558 -0.704  0.2667

- 2S+1 = 1
- HOMO energy (eV) = -9.52



The structure with the least stability is #Q.



#P
Computed, not measured: 2 unconnected molecules or ions with the total composition C6H5NO, with the ωB97M-V functional and the def2-TZVPD basis.

Last column: natural (NBO) charge in e.
Element x y z (Å)
1 C -1.308 -2.309 0.132  -0.1622
2 C -0.869 -1.291 -0.344  -0.0217
3 C -0.390 -0.040 -0.961  -0.4453
4 C -1.172 1.122 -0.497  -0.0250
5 C -1.868 2.036 -0.124  -0.1588
6 C 1.068 0.166 -0.739  0.3309
7 N 2.219 0.131 -0.947  -0.3141
8 H -1.690 -3.253 0.483  0.2494
9 H -0.522 -0.126 -2.054  0.3020
10 H -2.575 2.805 0.138  0.2486
11 O 2.456 0.540 1.865  -0.9691
12 H 1.690 -0.017 2.042  0.4674
13 H 2.962 0.236 1.007  0.4978

- 2S+1 = 1
- HOMO energy (eV) = -10.74



#Q
Computed, not measured: C6H5NO in the gas phase, with the ωB97M-V functional and the def2-TZVPD basis.

Last column: natural (NBO) charge in e.
Element x y z (Å)
1 C -2.094 -0.280 0.461  0.2369
2 C 0.369 1.101 0.048  -0.6106
3 C 0.247 -0.365 -0.080  0.1250
4 C -0.550 2.013 0.317  0.7736
5 C -0.922 -0.944 0.183  -0.3965
6 C 1.514 -0.981 -0.525  -0.6296
7 N -3.057 0.184 0.912  -0.2924
8 O -1.272 2.876 0.598  -0.4111
9 H 1.285 1.714 -0.123  0.2763
10 H -1.029 -2.058 0.068  0.2440
11 H 1.801 -0.858 -1.635  0.2396
12 H 1.430 -1.952 -0.252  0.2202
13 H 2.278 -0.451 0.029  0.2247

- 2S+1 = 1
- HOMO energy (eV) = -8.86



The structure with the least stability is #P.



#P
Computed, not measured: C6H5NO in the gas phase, with the ωB97M-V functional and the def2-TZVPD basis.

Last column: natural (NBO) charge in e.
Element x y z (Å)
1 C 1.025 -1.865 1.487  0.2506
2 C 0.730 -0.918 0.467  0.1222
3 C -0.354 -1.082 -0.168  -0.1828
4 C -0.759 0.278 -0.865  -0.2805
5 C -0.685 1.566 -0.060  -0.4375
6 C 0.560 0.975 -0.563  0.0789
7 H -0.943 -2.070 0.057  0.2505
8 H -1.357 0.331 -1.868  0.2437
9 H -1.017 2.385 -0.583  0.2326
10 H -0.813 1.452 1.020  0.2253
11 H 1.070 1.600 -1.340  0.2083
12 N 1.133 -2.828 2.244  -0.2823
13 O 1.412 0.177 0.172  -0.4290

- 2S+1 = 1
- HOMO energy (eV) = -9.40



#Q
Computed, not measured: a molecular structure, C6H5NO, with the ωB97M-V functional and the def2-TZVPD basis.

Last column: natural (NBO) charge in e.
Element x y z (Å)
1 C -1.126 -0.258 0.716  -0.4768
2 C -1.024 0.003 -0.740  -0.3315
3 C 0.495 -0.181 1.014  0.4327
4 C 0.819 1.234 1.228  0.1913
5 C 0.641 -0.279 -0.942  -0.1398
6 C 1.515 -0.555 -1.731  -0.0837
7 O 1.048 -1.074 1.642  -0.5052
8 N 1.059 2.343 1.404  -0.2712
9 H -1.420 -1.276 0.960  0.2330
10 H -1.667 0.497 1.279  0.2268
11 H -1.504 -0.721 -1.392  0.2412
12 H -1.129 1.048 -1.023  0.2406
13 H 2.292 -0.781 -2.414  0.2425

- 2S+1 = 1
- HOMO energy (eV) = -10.03



#R
Computed, not measured: C6H5NO in the gas phase, with the ωB97M-V functional and the def2-TZVPD basis.

Last column: natural (NBO) charge in e.
Element x y z (Å)
1 C 0.273 1.430 -0.241  0.5793
2 C -1.245 1.267 0.177  -0.2857
3 C -0.915 -1.395 0.555  -0.0369
4 C 0.347 -2.081 0.568  -0.2840
5 C 1.263 -1.344 -0.255  -0.2858
6 C 0.491 -0.138 -0.531  -0.0522
7 H -1.506 1.623 1.147  0.2183
8 H -2.187 1.374 -0.449  0.2361
9 H -1.651 -1.742 1.127  0.1997
10 H 0.628 -3.033 1.138  0.2249
11 H 2.366 -1.655 0.019  0.2577
12 N -0.807 -0.305 -0.019  -0.2803
13 O 0.838 2.392 -0.560  -0.4910

- 2S+1 = 1
- HOMO energy (eV) = -8.37



The structure with the least stability is #Q.